No. 1
Here is a molecular structure, C37H42MgN4P2 from the Open Molecules 2025 dataset. Energies are from the ωB97M-V functional and the def2-TZVPD basis.

Geometry as XYZ:
```
86
C37H42MgN4P2 the ωB97M-V functional and the def2-TZVPD basis
Mg -1.221 1.480 -5.209
C -2.052 1.880 -7.041
C -2.122 0.515 -6.874
C -1.156 -0.512 -7.371
C 0.331 -0.157 -7.191
C 0.681 0.690 -5.980
C 0.697 2.076 -5.954
C 0.353 2.877 -7.188
C -0.996 2.567 -7.877
C 1.008 0.581 -0.504
H -2.937 2.496 -6.791
H -3.077 0.114 -6.515
H -1.337 -0.782 -8.426
H -1.400 -1.452 -6.840
H 0.835 -1.134 -7.063
H 0.720 0.289 -8.126
H 1.348 0.162 -5.293
H 1.342 2.588 -5.227
H 1.156 2.785 -7.949
H 0.329 3.933 -6.875
H -1.447 3.522 -8.193
H -0.799 2.023 -8.811
H 0.517 1.441 -0.977
H 1.802 0.919 0.171
H 0.254 0.013 0.066
P 1.801 -0.347 -1.759
P -1.432 -1.078 -1.306
N 2.804 0.804 -2.526
N 2.789 -1.538 -1.175
N -1.934 0.313 -2.343
N -2.866 -2.058 -1.330
C 0.812 -1.078 -3.043
C -0.457 -1.855 -2.630
C 2.870 2.198 -2.371
C 3.849 2.666 -3.223
C 4.349 1.558 -3.973
C 3.669 0.434 -3.562
C 3.901 -1.328 -0.345
C 4.650 -2.479 -0.350
C 3.996 -3.429 -1.201
C 2.851 -2.842 -1.682
C -2.014 1.640 -1.920
C -2.745 2.367 -2.833
C -3.026 1.519 -3.951
C -2.431 0.258 -3.653
C -3.866 -2.290 -2.291
C -4.944 -2.919 -1.669
C -4.600 -3.082 -0.278
C -3.323 -2.565 -0.102
H 1.429 -1.728 -3.694
H 0.540 -0.204 -3.657
H -1.071 -1.978 -3.535
H -0.220 -2.865 -2.259
H 2.217 2.689 -1.661
H 4.146 3.700 -3.334
H 5.114 1.584 -4.722
H 3.728 -0.608 -3.873
H 4.016 -0.362 0.133
H 5.565 -2.629 0.192
H 4.312 -4.426 -1.446
H 2.079 -3.193 -2.353
H -1.707 1.890 -0.912
H -3.104 3.390 -2.700
H -3.728 1.695 -4.769
H -2.616 -0.694 -4.120
H -3.712 -2.038 -3.320
H -5.868 -3.208 -2.130
H -5.205 -3.517 0.494
H -2.690 -2.497 0.761
C -0.891 -0.400 5.185
C 0.129 -0.354 4.213
C -0.178 -0.124 2.876
C -1.513 0.087 2.444
C -1.921 0.170 1.096
C -3.199 0.506 0.775
C -4.230 0.526 1.766
C -3.909 0.306 3.093
C -2.556 0.100 3.473
C -2.212 -0.180 4.811
H -0.648 -0.608 6.225
H 1.163 -0.515 4.516
H 0.603 -0.112 2.117
H -3.502 0.752 -0.239
H -5.256 0.702 1.453
H -4.687 0.282 3.855
H -3.011 -0.231 5.553
```

Output
HOMO (spin up / spin down): -4.74 / -5.03 eV
ΔE to the lowest compared entry with this formula, charge and spin: 0.000 eV
Total energy: -69024.826 eV
Kohn-Sham gap (spin up / spin down): 4.82 / 5.11 eV


No. 2
Here is C5H7N in the gas phase from the Open Molecules 2025 dataset. Energies are from the ωB97M-V functional and the def2-TZVPD basis.

Geometry as XYZ:
```
13
C5H7N the ωB97M-V functional and the def2-TZVPD basis
C -0.799 -0.106 -1.706
C -0.985 0.649 -2.730
C 1.240 0.391 0.285
C 0.164 -0.342 0.480
C -0.233 -0.806 1.814
N -0.549 -0.739 -0.681
H -0.390 0.516 -3.650
H -1.828 1.373 -2.688
H 1.894 0.627 1.223
H 1.558 0.545 -0.761
H 0.148 0.005 2.581
H 0.239 -1.856 1.954
H -1.351 -0.951 2.100
```

Output
HOMO: -8.81 eV
ΔE to the lowest compared entry with this formula, charge and spin: 2.757 eV
Total energy: -6785.756 eV
Kohn-Sham gap: 9.82 eV


No. 3
Here is 2 unconnected molecules or ions with the total composition C2H11N2O from the Open Molecules 2025 dataset. Energies are from the ωB97M-V functional and the def2-TZVPD basis.

Geometry as XYZ:
```
16
C2H11N2O the ωB97M-V functional and the def2-TZVPD basis
C -1.176 0.323 -1.810
N -1.353 0.439 -0.317
H -2.132 0.194 -2.301
H -0.483 -0.501 -1.946
H -0.723 1.238 -2.180
H -1.486 -0.421 0.198
H -0.502 0.921 0.040
H -2.078 1.131 -0.176
N 1.319 0.637 0.669
C 1.363 -0.772 0.949
O 0.095 -1.204 1.387
H 2.146 1.049 0.272
H 0.949 1.237 1.387
H 2.161 -1.003 1.683
H 1.694 -1.364 0.088
H 0.206 -1.906 2.058
```

Output
HOMO: -13.81 eV
Total charge: +1
ΔE to the lowest compared entry with this formula, charge and spin: 0.735 eV
Total energy: -7273.541 eV
Kohn-Sham gap: 10.72 eV


No. 4
Here is a molecular structure, C28H44As2BDyN7O2 from the Open Molecules 2025 dataset. Energies are from the ωB97M-V functional and the def2-TZVPD basis.

Geometry as XYZ:
```
85
C28H44As2BDyN7O2 the ωB97M-V functional and the def2-TZVPD basis
Dy -0.605 -0.380 -0.505
C -0.563 -3.019 2.696
C -1.184 -1.648 2.772
C -1.692 -1.152 3.988
C -2.144 0.163 3.735
C -2.822 1.049 4.677
N -1.865 0.451 2.460
N -1.174 -0.630 1.856
B -1.960 1.830 1.586
N -0.516 2.369 1.317
N 0.312 1.730 0.419
C 1.280 2.583 0.052
C 2.242 2.423 -1.056
C 1.185 3.748 0.833
C 0.050 3.547 1.660
C -0.563 4.538 2.613
N -2.800 1.564 0.352
N -2.174 1.405 -0.905
C -3.070 1.656 -1.829
C -2.805 1.672 -3.288
C -4.311 1.978 -1.236
C -4.132 1.832 0.159
C -5.172 1.889 1.227
H -1.252 -3.835 2.453
H -0.095 -3.219 3.656
H 0.204 -2.988 1.883
H -1.731 -1.682 4.944
H -3.762 0.552 4.998
H -3.064 2.018 4.192
H -2.189 1.207 5.599
H -2.574 2.602 2.357
H 2.026 1.510 -1.636
H 3.297 2.346 -0.659
H 2.180 3.291 -1.760
H 1.726 4.681 0.835
H -0.041 5.529 2.596
H -0.538 4.143 3.659
H -1.648 4.697 2.336
H -2.129 2.519 -3.559
H -3.784 1.792 -3.795
H -2.395 0.712 -3.622
H -5.272 2.166 -1.732
H -6.125 1.524 0.811
H -5.309 2.943 1.564
H -4.866 1.263 2.110
C 3.274 -2.873 0.930
As 2.597 -1.093 0.420
C 3.213 -0.121 2.026
C 4.218 -0.563 -0.645
C 5.538 -0.353 -0.155
C 6.527 0.113 -0.995
C 6.309 0.156 -2.367
C 5.051 -0.217 -2.867
C 4.016 -0.583 -2.001
As 2.232 -1.227 -2.558
C 2.757 -2.984 -3.391
C 2.245 -0.047 -4.170
H 4.359 -2.957 0.825
H 2.789 -3.647 0.307
H 2.929 -3.030 1.963
H 4.066 -0.513 2.540
H 2.355 -0.109 2.700
H 3.379 0.944 1.786
H 5.716 -0.414 0.920
H 7.476 0.398 -0.587
H 7.070 0.486 -3.038
H 4.945 -0.263 -3.944
H 3.768 -3.296 -3.035
H 2.835 -3.028 -4.507
H 2.031 -3.753 -3.079
H 2.715 -0.581 -4.996
H 2.794 0.893 -3.989
H 1.198 0.204 -4.465
N -4.067 -1.961 -0.469
C -3.786 -3.390 -0.821
C -2.607 -3.590 -1.810
C -1.499 -2.578 -1.581
O -0.648 -2.759 -0.697
O -1.519 -1.480 -2.267
H -4.862 -1.885 0.209
H -4.337 -1.461 -1.298
H -4.691 -3.911 -1.211
H -3.437 -3.875 0.107
H -2.945 -3.441 -2.856
H -2.179 -4.581 -1.744
```

Output
HOMO (spin up / spin down): -10.95 / -10.97 eV
Total charge: +1
Multiplicity: 6
ΔE to the lowest compared entry with this formula, charge and spin: 0.028 eV
Total energy: -190712.433 eV
Kohn-Sham gap (spin up / spin down): 8.74 / 8.55 eV


No. 5
Here is 2 unconnected molecules or ions with the total composition HN3O2S from the Open Molecules 2025 dataset. Energies are from the ωB97M-V functional and the def2-TZVPD basis.

Geometry as XYZ:
```
7
HN3O2S the ωB97M-V functional and the def2-TZVPD basis
N 1.198 -3.204 1.786
N 1.106 -2.701 0.815
N -0.228 1.044 -0.151
O -0.528 2.080 -1.077
O 0.272 1.432 0.899
S -0.609 -0.456 -0.539
H -1.212 1.806 -1.733
```

Output
HOMO: -9.88 eV
ΔE to the lowest compared entry with this formula, charge and spin: 0.141 eV
Total energy: -19413.741 eV
Kohn-Sham gap: 8.79 eV